Record 1
Entry from the Open Molecules 2025 dataset: an isolated molecule of C3H6OS3 in a non-equilibrium geometry (ωB97M-V with the def2-TZVPD basis set).

Calculated values
- Spin multiplicity: 1
- ΔE to the lowest compared entry with this formula, charge and spin: 44.22 kcal per mole
- Total charge: 0
- Gap between HOMO and LUMO (spin up / spin down): 4.6 / 4.6 eV
- Molecular weight: 154.28 g/mol

Positions of all 13 atoms, in Å:
1 C 0.145 -0.560 0.110
2 C 1.252 0.496 0.118
3 C -1.228 -0.036 0.534
4 O -1.361 1.543 4.434
5 S 2.021 0.736 1.738
6 S -1.633 -0.388 2.287
7 S -1.284 1.527 2.988
8 H 0.061 -0.946 -0.908
9 H 0.436 -1.393 0.752
10 H 2.057 0.198 -0.553
11 H 0.871 1.462 -0.216
12 H -1.305 1.042 0.399
13 H -2.020 -0.512 -0.037

Mulliken analysis output, partial charges in e: number 1, C, carries -0.25; number 2, C, carries -0.82; number 3, C, carries -0.85; number 4, O, carries -0.40; number 5, S, carries -0.26; number 6, S, carries 0.01; number 7, S, carries 0.50; number 8, H, carries 0.32; number 9, H, carries 0.34; number 10, H, carries 0.32; number 11, H, carries 0.29; number 12, H, carries 0.43; number 13, H, carries 0.37

Record 2
Entry from the Open Molecules 2025 dataset: a cluster of 3 separate species, C12H25FN2O8P in total in a non-equilibrium geometry (ωB97M-V with the def2-TZVPD basis set).

Calculated values
- Spin multiplicity: 1
- Total charge: -1
- Gap between HOMO and LUMO: 7.1 eV
- Molecular weight: 375.31 g/mol

Positions of all 49 atoms, in Å:
1 N 3.481 1.254 2.237
2 P 2.993 1.818 0.890
3 O 4.067 1.593 -0.304
4 O 2.837 3.425 1.015
5 N 1.598 1.148 0.310
6 C 0.357 1.404 1.057
7 C -0.238 2.801 0.704
8 C -1.733 2.953 0.653
9 F -2.345 2.720 1.860
10 C -0.599 0.207 0.770
11 O -1.626 0.061 1.469
12 O -0.242 -0.582 -0.126
13 H 4.377 0.806 2.085
14 H 3.597 1.392 -1.118
15 H 2.809 3.817 0.139
16 H 1.459 1.278 -0.683
17 H 0.583 1.384 2.115
18 H 0.108 3.487 1.472
19 H 0.202 3.136 -0.229
20 H -1.946 3.994 0.406
21 H -2.156 2.353 -0.147
22 O 5.798 -1.507 1.573
23 C 5.002 -2.399 1.675
24 O 3.831 -2.310 1.035
25 C 2.892 -3.378 0.918
26 C 1.953 -3.429 2.102
27 C 5.256 -3.586 2.580
28 H 3.404 -4.328 0.743
29 H 2.324 -3.153 0.017
30 H 2.486 -3.639 3.031
31 H 1.198 -4.202 1.955
32 H 1.450 -2.469 2.216
33 H 4.908 -3.340 3.582
34 H 6.329 -3.762 2.613
35 H 4.780 -4.506 2.248
36 O -3.017 2.379 -3.119
37 C -3.724 1.414 -3.065
38 O -4.888 1.423 -3.758
39 C -5.693 0.258 -3.904
40 C -6.648 0.079 -2.743
41 C -3.385 0.239 -2.185
42 H -5.073 -0.625 -4.063
43 H -6.255 0.416 -4.825
44 H -6.113 -0.073 -1.806
45 H -7.299 -0.780 -2.912
46 H -7.267 0.969 -2.626
47 H -3.777 0.404 -1.182
48 H -2.301 0.169 -2.113
49 H -3.752 -0.714 -2.562

Mulliken analysis output, partial charges in e: number 1, N, carries -0.82; number 2, P, carries 0.78; number 3, O, carries -0.54; number 4, O, carries -0.54; number 5, N, carries -0.06; number 6, C, carries 0.13; number 7, C, carries -0.74; number 8, C, carries -0.28; number 9, F, carries -0.30; number 10, C, carries 0.17; number 11, O, carries -0.77; number 12, O, carries -0.76; number 13, H, carries 0.23; number 14, H, carries 0.32; number 15, H, carries 0.32; number 16, H, carries 0.37; number 17, H, carries 0.47; number 18, H, carries 0.22; number 19, H, carries 0.38; number 20, H, carries 0.40; number 21, H, carries 0.02; number 22, O, carries -0.59; number 23, C, carries 0.81; number 24, O, carries -0.34; number 25, C, carries -0.40; number 26, C, carries -0.92; number 27, C, carries -1.05; number 28, H, carries 0.34; number 29, H, carries 0.33; number 30, H, carries 0.30; number 31, H, carries 0.37; number 32, H, carries 0.22; number 33, H, carries 0.25; number 34, H, carries 0.32; number 35, H, carries 0.33; number 36, O, carries -0.56; number 37, C, carries 0.72; number 38, O, carries -0.38; number 39, C, carries -0.39; number 40, C, carries -0.94; number 41, C, carries -0.88; number 42, H, carries 0.37; number 43, H, carries 0.30; number 44, H, carries 0.28; number 45, H, carries 0.34; number 46, H, carries 0.28; number 47, H, carries 0.29; number 48, H, carries 0.23; number 49, H, carries 0.34

In order of appearance, E = -37758.2399 -44219.3576 eV.